1.
CH4N3P | wB97M-V/def2-TZVPD

Last column: natural (NBO) charge in e.
Atoms and positions in Å:
C (-0.0306, -1.0900, -1.4616)  -0.826
N (0.2751, 0.2704, 2.3441)  -0.059
N (0.4378, 1.3418, 2.1132)  0.257
N (0.5007, 2.5552, 2.2020)  -0.572
P (-1.3627, -2.0667, -1.2382)  0.436
H (0.4599, -0.8987, -2.4589)  0.225
H (0.3806, -0.5779, -0.5737)  0.222
H (1.0291, 3.0925, 1.6134)  0.375
H (-1.6899, -2.6265, -2.5403)  -0.058

The highest occupied orbital energy comes out at -0.3626 Eh. For the LUMO energy, the calculation gives 0.21 eV. The total energy comes out at -14857.129 eV. The value obtained for the orbital gap is 10.07 eV.

2.
CH4N4O3 | wB97M-V/def2-TZVPD

Last column: natural (NBO) charge in e.
Atoms and positions in Å:
C (-0.0203, 0.8320, 0.0942)  0.522
N (-0.1528, 2.1022, 0.0106)  -0.662
N (1.1046, 0.1142, 0.1587)  -0.812
N (-1.1087, -0.0026, -0.1557)  -0.078
N (-2.4901, 0.0718, 0.0053)  0.619
O (-2.8757, 1.2426, 0.0005)  -0.371
O (-3.0650, -0.9624, 0.1005)  -0.289
O (-0.3682, -2.1270, 0.1279)  -0.643
H (-1.0325, 2.6325, -0.0466)  0.405
H (2.0055, 0.5167, 0.2238)  0.415
H (0.9159, -0.9314, 0.3211)  0.448
H (-0.1848, -2.1956, -0.7913)  0.447

The highest occupied orbital energy comes out at -0.3686 Eh. For the LUMO energy, the calculation gives -3.68 eV. The total energy comes out at -13195.833 eV. The value obtained for the orbital gap is 6.35 eV.

3.
CH4N4OS | wB97M-V/def2-TZVPD

Last column: natural (NBO) charge in e.
Atoms and positions in Å:
C (-0.0460, -0.5708, 0.8955)  -0.276
N (0.8693, 2.2518, -0.4825)  0.032
N (1.3868, 1.9596, 0.5568)  -0.395
N (1.0485, 1.5263, -1.5270)  -0.250
N (1.9860, 0.4823, -1.3141)  -0.722
O (1.3503, -0.5621, 0.9872)  -0.742
S (2.3431, 0.4839, 0.2247)  1.335
H (-0.4172, -1.4835, 1.3635)  0.209
H (-0.4689, 0.3285, 1.3751)  0.192
H (-0.2291, -0.5073, -0.2896)  0.183
H (0.9677, 1.9346, -2.5450)  0.434

The highest occupied orbital energy comes out at -0.3274 Eh. For the LUMO energy, the calculation gives 0.76 eV. The total energy comes out at -19940.466 eV. The value obtained for the orbital gap is 9.67 eV.

4.
CH4N4S | wB97M-V/def2-TZVPD

Last column: natural (NBO) charge in e.
Atoms and positions in Å:
C (-0.5729, 0.2112, -0.8473)  -0.125
N (0.9668, 2.0689, 0.2419)  -0.213
N (-0.0121, 0.0004, 0.4633)  -0.530
N (0.7354, 1.1485, 0.8966)  -0.051
N (-1.2049, 1.4465, -1.0734)  -0.568
S (-2.5125, 1.9656, -0.5480)  0.382
H (0.2873, 0.2663, -1.5129)  0.205
H (-1.2587, -0.6225, -1.0204)  0.222
H (-0.1670, -0.6347, 1.1988)  0.385
H (1.1160, 0.8303, 1.8417)  0.293

The highest occupied orbital energy (spin up / spin down) comes out at -0.2880 / -0.2928 Eh. For the LUMO energy (spin up / spin down), the calculation gives -0.76 / -0.79 eV. The total energy comes out at -17891.906 eV. The value obtained for the orbital gap (spin up / spin down) is 7.07 / 7.17 eV.

5.
CH4N6O | wB97M-V/def2-TZVPD

Last column: natural (NBO) charge in e.
Atoms and positions in Å:
C (-0.2275, 0.0064, -0.4521)  0.303
H (-3.2142, 0.2842, 0.2164)  0.405
H (-2.1130, -1.3010, 0.0947)  0.395
H (1.0578, 0.7720, 1.3396)  0.356
H (2.6311, 1.4371, 0.4071)  0.369
N (-2.3863, -0.2271, -0.1046)  -0.644
N (-1.3978, 0.4469, -0.6411)  -0.188
N (0.0975, -1.2568, 0.2610)  -0.353
N (1.3389, -1.5107, -0.0346)  0.199
N (1.0424, 0.6500, -0.7604)  -0.016
N (1.3175, 1.3344, 0.3931)  -0.619
O (1.8536, -0.6355, -0.7192)  -0.205

The highest occupied orbital energy comes out at -0.3224 Eh. For the LUMO energy, the calculation gives 0.00 eV. The total energy comes out at -12082.094 eV. The value obtained for the orbital gap is 8.77 eV.

6.
CH4N6O | wB97M-V/def2-TZVPD

Last column: natural (NBO) charge in e.
Atoms and positions in Å:
C (-2.3487, 0.3143, 0.0229)  -0.243
O (-1.1375, 0.2514, 0.8358)  -0.361
N (0.0372, -0.0953, 0.1563)  0.029
N (0.8838, 1.0080, 0.0258)  -0.017
N (2.0500, 0.8610, -0.3585)  -0.015
N (2.4218, -0.4705, -0.6165)  -0.341
N (2.0052, -1.2756, 0.3362)  -0.001
N (0.8560, -1.1419, 0.7952)  -0.029
H (-2.1646, 0.8229, -0.8688)  0.190
H (-2.9541, 0.9399, 0.7451)  0.202
H (-2.9424, -0.5525, -0.0553)  0.186
H (3.2933, -0.6617, -1.0181)  0.400

The highest occupied orbital energy comes out at -0.3472 Eh. For the LUMO energy, the calculation gives 0.47 eV. The SMILES is CON1N=NNN=N1. The total energy comes out at -12082.980 eV. The value obtained for the orbital gap is 9.92 eV.

7.
CH4N6O | wB97M-V/def2-TZVPD

Last column: natural (NBO) charge in e.
Atoms and positions in Å:
N (-0.0087, -0.7981, 1.6900)  -0.585
N (0.3412, 0.1760, 0.7323)  -0.140
N (1.2718, 1.1037, 1.1193)  -0.010
N (1.3466, 1.9485, 0.1596)  -0.030
N (0.5134, 1.6018, -0.8330)  -0.414
C (-0.1130, 0.3762, -0.5395)  0.457
N (-0.9014, -0.2508, -1.2825)  -0.303
O (-1.1315, -1.5481, -0.7353)  -0.613
H (0.3029, -1.6738, 1.4655)  0.358
H (-0.9845, -0.8644, 1.6309)  0.362
H (0.6834, 1.9483, -1.8190)  0.431
H (-1.3202, -2.0192, -1.5883)  0.485

The highest occupied orbital energy comes out at -0.3085 Eh. For the LUMO energy, the calculation gives 0.77 eV. The SMILES is Nn1nn[nH]/c1=N/O. The total energy comes out at -12085.395 eV. The value obtained for the orbital gap is 9.16 eV.

8.
CH4NO | wB97M-V/def2-TZVPD

Last column: natural (NBO) charge in e.
Atoms and positions in Å:
C (0.2520, -0.5100, -0.9690)  0.282
N (0.2372, -0.0428, 1.1606)  -0.332
O (0.3531, -0.9229, 0.2160)  -0.130
H (0.5506, -1.1482, -1.8170)  0.272
H (-0.2549, 0.6162, -0.9159)  0.146
H (-0.5051, 1.2880, 0.3253)  0.357
H (0.0868, -0.4832, 2.0266)  0.406

The highest occupied orbital energy (spin up / spin down) comes out at -0.5941 / -0.5941 Eh. For the LUMO energy (spin up / spin down), the calculation gives -7.47 / -7.46 eV. The total energy comes out at -4624.321 eV. The value obtained for the orbital gap (spin up / spin down) is 8.70 / 8.70 eV. As for the net charge: +1.

9.
CH4NO2 | wB97M-V/def2-TZVPD

Last column: natural (NBO) charge in e.
Atoms and positions in Å:
N (-0.2877, -0.3189, 0.2005)  -0.730
C (-0.5450, 0.9392, -0.6230)  0.411
O (0.1359, 1.0678, -1.9380)  -0.174
O (-1.2702, 0.8751, -1.7803)  -0.177
H (-0.5637, -1.2345, -0.1916)  0.486
H (-0.7971, -0.0088, 1.0553)  0.468
H (0.7554, -0.3576, 0.3892)  0.479
H (-0.5125, 1.8856, -0.0409)  0.237

The highest occupied orbital energy comes out at -0.5887 Eh. For the LUMO energy, the calculation gives -4.59 eV. The SMILES is [NH3+]C1OO1. The total energy comes out at -6675.030 eV. The value obtained for the orbital gap is 11.43 eV. As for the net charge: +1.

10.
CH4NO2 | wB97M-V/def2-TZVPD

Last column: natural (NBO) charge in e.
Atoms and positions in Å:
C (-0.3898, -0.8225, -0.7748)  0.513
N (-0.1430, -0.0750, 0.5185)  -0.718
O (-0.1640, -2.1731, -0.6570)  -0.203
O (-1.4647, -1.5278, -0.7288)  -0.221
H (-0.0261, -0.0572, -2.5422)  0.255
H (0.7302, -0.3920, 0.8364)  0.458
H (-0.8043, -0.4525, 1.1813)  0.457
H (-0.2899, 0.8912, 0.5749)  0.459

The highest occupied orbital energy (spin up / spin down) comes out at -0.6081 / -0.6081 Eh. For the LUMO energy (spin up / spin down), the calculation gives -6.38 / -6.38 eV. The total energy comes out at -6671.695 eV. The value obtained for the orbital gap (spin up / spin down) is 10.17 / 10.17 eV. As for the net charge: +1.

11.
CH4NO2P | wB97M-V/def2-TZVPD

Last column: natural (NBO) charge in e.
Atoms and positions in Å:
C (1.0937, -1.5652, 0.4787)  0.318
N (-1.6275, 1.2020, -0.0374)  -1.174
O (1.1646, 1.2285, -0.3463)  -1.120
O (0.0242, -1.1406, 0.0332)  -0.541
P (0.0308, 0.5089, -0.9054)  1.451
H (1.2550, -2.6318, 0.5725)  0.157
H (1.8972, -0.8742, 0.7433)  0.182
H (-1.4283, 2.1806, 0.1222)  0.367
H (-2.4096, 1.0918, -0.6609)  0.359

The highest occupied orbital energy (spin up / spin down) comes out at -0.3049 / -0.3049 Eh. For the LUMO energy (spin up / spin down), the calculation gives -1.11 / -1.11 eV. The total energy comes out at -15974.470 eV. The value obtained for the orbital gap (spin up / spin down) is 7.19 / 7.19 eV.

12.
CH4NO2P | wB97M-V/def2-TZVPD

Last column: natural (NBO) charge in e.
Atoms and positions in Å:
C (0.2458, -0.4976, -0.9252)  -0.212
N (1.3688, -0.2655, -1.2500)  0.282
O (2.3906, 0.1641, -1.6306)  -0.270
O (-0.2937, -0.8851, 1.6745)  -1.037
P (-0.0717, 0.3737, 0.9498)  1.153
H (-1.8431, 0.9429, 0.7059)  -0.060
H (-0.6526, -1.0117, -1.2146)  0.291
H (1.4013, 0.4171, 1.1136)  -0.155
H (-2.5453, 0.7621, 0.5767)  0.008

The highest occupied orbital energy (spin up / spin down) comes out at -0.3227 / -0.3227 Eh. For the LUMO energy (spin up / spin down), the calculation gives -1.32 / -1.32 eV. The total energy comes out at -15969.712 eV. The value obtained for the orbital gap (spin up / spin down) is 7.47 / 7.46 eV.

So what do the calculations give for relative energy (zero: lowest compared OMol25 entry of this formula, charge and spin)? Going down the list: 83.4; 99.1; 36.3; 100.6; 111.8; 91.4; 35.7; 165.9; 112.2; 189.1; 46.4; 156.2 kcal per mole.